(1)
# C25H55F3N7NiO9

A molecular structure, C25H55F3N7NiO9 (the ωB97M-V functional and the def2-TZVPD basis, the Open Molecules 2025 dataset).

The geometry in XYZ format:
```
100
C25H55F3N7NiO9 (the ωB97M-V functional and the def2-TZVPD basis)
Ni -16.80342 -10.62375 -1.93156
C -15.56755 -7.95010 -1.61075
O -14.16618 -7.86493 -1.62469
O -15.87380 -9.14626 -1.13555
C -16.05928 -6.77573 -0.65668
F -15.66260 -6.96155 0.61140
F -15.67139 -5.53129 -0.99821
F -17.36344 -6.76337 -0.67346
C -13.54568 -7.46040 -2.78826
C -12.18816 -8.06339 -2.94599
H -11.76580 -7.63201 -3.78830
H -11.58090 -7.92307 -2.00072
H -12.37975 -9.14093 -2.93876
H -13.49122 -6.39774 -2.89037
H -14.10491 -7.82784 -3.64252
H -16.04396 -7.74240 -2.63126
C -14.59080 -17.15894 -2.45086
C -15.68814 -16.93428 -3.44691
O -16.82595 -16.77921 -3.05691
N -15.42713 -16.77079 -4.77890
C -16.62947 -16.66454 -5.61523
H -15.14489 -17.60343 -1.58660
H -14.11500 -16.25533 -2.16587
H -13.87693 -17.81142 -2.95662
H -14.59190 -16.97235 -5.19571
H -16.20270 -16.67029 -6.61135
H -17.31396 -15.78316 -5.43364
H -17.19635 -17.63822 -5.63628
C -17.06993 -10.17866 1.74573
C -18.21753 -9.89581 0.84340
O -18.27537 -10.38243 -0.29047
N -19.21141 -9.13581 1.26405
C -20.37361 -8.65181 0.46346
H -17.34782 -9.95679 2.78918
H -16.25312 -9.44410 1.54391
H -16.69787 -11.21551 1.63988
H -19.08735 -8.68718 2.16974
H -20.11993 -7.66724 0.02077
H -21.25684 -8.58352 1.12583
H -20.60280 -9.38698 -0.35632
C -20.14908 -12.47407 -1.65970
C -18.76170 -12.96311 -2.05019
O -17.90068 -12.25362 -2.60838
N -18.47481 -14.27264 -1.93723
C -19.47510 -15.32952 -1.69419
H -20.50020 -13.14989 -0.85936
H -20.72773 -12.62697 -2.60282
H -20.12859 -11.45496 -1.37454
H -17.58073 -14.62847 -2.32983
H -19.60140 -15.66203 -0.68734
H -19.15102 -16.17527 -2.32810
H -20.41129 -14.96488 -2.07564
C -15.25685 -12.85315 -4.41155
C -15.14144 -11.38066 -4.43337
O -15.65789 -10.54391 -3.63511
N -14.35519 -10.90751 -5.40843
C -14.20436 -9.43123 -5.43428
H -15.33277 -13.19931 -5.44196
H -16.15956 -13.12453 -3.88757
H -14.33792 -13.18740 -3.86053
H -13.64923 -11.51262 -5.86092
H -13.72947 -9.14262 -4.47295
H -15.18234 -8.86792 -5.51015
H -13.65513 -9.07504 -6.30445
C -18.46500 -10.47100 -5.15246
C -18.59171 -9.37963 -4.14420
O -18.13228 -9.43176 -2.99600
N -19.21873 -8.24354 -4.60226
C -19.34390 -7.01595 -3.90258
H -18.35745 -10.11199 -6.18295
H -19.37904 -11.14287 -5.03599
H -17.53391 -11.02524 -4.89537
H -19.69590 -8.31523 -5.49754
H -19.01317 -6.14454 -4.43978
H -18.74079 -6.95419 -3.01899
H -20.46518 -6.84960 -3.64704
C -10.96963 -14.52468 -1.13004
C -11.28423 -13.17773 -1.88842
O -12.21320 -13.06347 -2.68283
N -10.33624 -12.18068 -1.85370
C -9.12632 -12.15550 -1.13046
H -11.98027 -14.86704 -0.71961
H -10.32390 -14.42173 -0.28865
H -10.45873 -15.20408 -1.84497
H -10.48811 -11.42759 -2.50572
H -9.27084 -11.59395 -0.17159
H -8.37468 -11.71614 -1.76390
H -8.71444 -13.12979 -0.88476
C -13.85928 -11.04169 0.07840
C -14.75048 -12.18200 0.03298
O -15.62613 -12.21007 -0.84715
N -14.69276 -13.12373 0.95588
C -15.79406 -14.05293 0.96717
H -13.28190 -11.08343 -0.86205
H -13.15036 -11.09074 0.92556
H -14.37575 -10.10577 -0.00279
H -14.13045 -12.97560 1.78510
H -15.76926 -14.71130 1.89508
H -15.61004 -14.73836 0.15104
H -16.72623 -13.50154 0.84525
```

- charge = +1
- HOMO (alpha / beta) (hartree) = -0.386 / -0.391
- 2S+1 = 3
- orbital gap (alpha / beta) (eV) = 9.03 / 9.15

Löwdin population analysis, charges in e, atoms 1 to 6: number 1, Ni, carries 0.71; number 2, C, carries -0.42; number 3, O, carries -0.05; number 4, O, carries -0.19; number 5, C, carries -0.58; number 6, F, carries 0.14


(2)
# C38H76BrFN2O11P3S

3 unconnected molecules or ions with the total composition C38H76BrFN2O11P3S (the ωB97M-V functional and the def2-TZVPD basis, the Open Molecules 2025 dataset).

The geometry in XYZ format:
```
133
C38H76BrFN2O11P3S (the ωB97M-V functional and the def2-TZVPD basis)
C -2.62369 5.26376 4.07564
C -4.05284 4.94208 3.28353
C -4.38563 6.22988 2.31665
C -4.53207 5.82104 0.73161
C -5.58754 6.83353 -0.07558
C -5.00391 7.15531 -1.60532
C -4.63003 8.77549 -1.70484
C -3.13053 9.12051 -1.10724
C -1.97555 8.78430 -2.25169
C -0.81116 7.87255 -1.50322
C 0.50491 7.56819 -2.42903
C 0.48426 6.08455 -3.17412
C 0.30360 4.89225 -2.01434
C 1.32461 3.60108 -2.31510
C 0.54410 2.15070 -2.28599
C -0.40075 1.62331 -1.00672
P -0.59299 2.65429 0.56827
O -1.74476 3.97953 0.29779
O -1.12627 1.83765 1.99977
S 1.07269 3.57363 1.14625
C -1.12272 0.14370 -1.31090
C -2.17045 -0.53446 -0.19494
Br -1.25149 -1.42813 1.33878
C -3.39977 0.49288 0.23100
C -4.84653 0.04491 -0.45776
N -0.91822 -0.65514 -2.55181
N -0.09579 -0.16212 -3.50847
C 0.07620 -1.10385 -4.72625
C -0.83289 -0.63072 -6.02358
O -2.17023 -0.84132 -5.90051
C 0.67785 1.12784 -3.60482
C 1.62796 1.57596 -4.90664
C 0.70597 2.39578 -6.03623
C 0.91448 4.02047 -5.99148
F 0.98069 4.47053 -7.43205
H -2.26257 4.32023 4.68718
H -1.76588 5.58859 3.34070
H -2.76929 6.13967 4.85475
H -4.03436 3.92234 2.70628
H -4.87421 4.89917 4.11798
H -3.46701 6.97943 2.40341
H -5.37241 6.78448 2.62992
H -4.86074 4.70679 0.55209
H -3.47060 6.01007 0.23485
H -6.66973 6.37319 -0.11244
H -5.62810 7.85557 0.50824
H -4.04132 6.51073 -1.83063
H -5.83265 6.86098 -2.40764
H -4.66326 9.07241 -2.84122
H -5.48933 9.33875 -1.12179
H -2.95394 8.46865 -0.12300
H -3.09463 10.24502 -0.73690
H -1.47874 9.81790 -2.54189
H -2.41021 8.19864 -3.18250
H -1.34513 6.92964 -1.06219
H -0.43252 8.54326 -0.59098
H 1.48959 7.66510 -1.77072
H 0.56403 8.42334 -3.25317
H -0.34469 6.02468 -3.99760
H 1.55461 5.99120 -3.69491
H -0.81937 4.53138 -2.12826
H 0.52674 5.42453 -0.99670
H 1.84242 3.86164 -3.32999
H 2.20448 3.54023 -1.51013
H -1.87877 4.41575 1.20406
H -0.33427 1.29810 2.32254
H -2.74151 -1.42294 -0.75687
H -3.13747 1.54490 -0.26872
H -3.48037 0.59188 1.39503
H -4.65384 -0.10036 -1.61104
H -5.28858 -0.90880 0.06040
H -5.59001 0.94572 -0.30302
H -0.33163 -2.18905 -4.43995
H 1.21986 -1.27563 -4.99098
H -0.33621 -0.16636 -6.99906
H 2.56871 2.22621 -4.56314
H 2.07962 0.66369 -5.48338
H -0.43635 2.13909 -5.95879
H 1.07644 2.03403 -7.11021
H -0.05823 4.52069 -5.55841
H 1.91023 4.37040 -5.48657
O 0.32705 -6.24107 -0.86407
P 1.45437 -6.41158 -1.91174
O 2.64077 -5.76269 -0.95181
C 2.99580 -6.41290 0.25609
C 3.95645 -7.55688 -0.00125
O 1.09463 -5.02050 -2.75550
C -0.22332 -4.48994 -2.72249
C -0.36681 -3.46563 -1.60749
O 2.71390 -6.60210 -3.08229
C 3.22573 -7.89272 -3.35798
C 2.21070 -9.01496 -3.23902
H 2.11040 -6.76623 0.78961
H 3.48808 -5.66911 0.88731
H 3.44834 -8.37565 -0.51670
H 4.35742 -7.94904 0.93535
H 4.79032 -7.23324 -0.63401
H -0.96123 -5.29301 -2.63279
H -0.40935 -4.00191 -3.68416
H 0.03802 -3.82424 -0.65624
H -1.41791 -3.20074 -1.45959
H 0.18878 -2.55611 -1.85306
H 4.08506 -8.07820 -2.71853
H 3.60278 -7.86839 -4.38628
H 1.78001 -9.06500 -2.23218
H 2.68367 -9.97525 -3.45080
H 1.38276 -8.86742 -3.94094
O 3.70756 -6.16430 8.08256
P 3.77950 -6.30843 6.54256
O 2.16058 -6.61313 6.35187
C 1.21590 -5.61758 6.70442
C 1.06101 -4.59471 5.59650
O 4.28298 -7.89674 6.55808
C 4.98053 -8.41026 7.68471
C 4.01641 -9.04349 8.67593
O 3.85988 -6.46947 4.82195
C 4.04381 -5.31919 4.01776
C 4.88682 -4.22957 4.65486
H 1.48765 -5.12992 7.64345
H 0.25984 -6.12374 6.85855
H 1.96180 -3.98179 5.51184
H 0.22004 -3.92751 5.79499
H 0.90160 -5.08541 4.62992
H 5.58794 -7.62929 8.15227
H 5.67749 -9.17329 7.32466
H 3.15415 -8.40364 8.88686
H 4.52335 -9.26506 9.61973
H 3.61353 -9.97634 8.27135
H 3.07152 -4.93351 3.72168
H 4.53857 -5.65351 3.09928
H 4.44848 -3.87817 5.59619
H 4.96899 -3.37442 3.98202
H 5.89329 -4.59793 4.88124
```

- charge = +1
- HOMO (hartree) = -0.402
- orbital gap (eV) = 5.52

Löwdin population analysis, charges in e, atoms 1 to 6: number 1, C, carries -0.15; number 2, C, carries -0.24; number 3, C, carries -0.22; number 4, C, carries -0.22; number 5, C, carries -0.20; number 6, C, carries -0.21


(3)
# C4HgO5

A molecular structure, C4HgO5 (the ωB97M-V functional and the def2-TZVPD basis, the Open Molecules 2025 dataset).

The geometry in XYZ format:
```
10
C4HgO5 (the ωB97M-V functional and the def2-TZVPD basis)
C 5.06839 3.74293 2.01558
O 5.12964 4.94358 2.02487
O 6.86307 1.21646 2.86360
C 5.72683 1.23646 2.34819
C 5.07996 2.48094 1.91754
O 5.02782 0.17310 2.13079
C 2.11183 -1.11552 3.37742
O 1.77365 -0.12364 2.86201
O 2.35622 -2.14788 3.83220
Hg 3.29863 0.92641 1.13466
```

- charge = -1
- HOMO (alpha / beta) (hartree) = -0.141 / -0.142
- 2S+1 = 2
- orbital gap (alpha / beta) (eV) = 6.65 / 5.68

Löwdin population analysis, charges in e, atoms 1 to 6: number 1, C, carries -0.33; number 2, O, carries 0.01; number 3, O, carries -0.04; number 4, C, carries -0.79; number 5, C, carries -0.16; number 6, O, carries -0.33


(4)
# C56H114B2F17N6O12

11 unconnected molecules or ions with the total composition C56H114B2F17N6O12 (the ωB97M-V functional and the def2-TZVPD basis, the Open Molecules 2025 dataset).

The geometry in XYZ format:
```
207
C56H114B2F17N6O12 (the ωB97M-V functional and the def2-TZVPD basis)
C -6.15496 -3.33447 3.86935
C -6.22987 -2.01750 3.14396
C -4.92398 -1.16499 3.06157
C -5.14931 0.01557 2.11183
C -5.35776 -0.53102 0.66867
C -6.61977 -1.37746 0.56500
N -6.77287 -2.27777 1.80427
O -7.53239 -3.22337 1.70225
C -6.42903 -2.29610 -0.68618
C -7.87284 -0.50534 0.45713
C -7.34273 -1.17592 3.81987
H -5.55293 -3.23713 4.73804
H -5.70907 -4.04006 3.21147
H -7.13818 -3.73512 4.10041
H -4.18088 -1.80420 2.59542
H -4.68078 -0.82586 4.04174
H -4.23875 0.62895 2.09445
H -5.98995 0.69267 2.45886
H -4.57323 -1.17677 0.29565
H -5.64145 0.19300 -0.08723
H -5.56752 -2.94212 -0.44438
H -6.17463 -1.62588 -1.52035
H -7.39556 -2.82923 -0.82134
H -8.76232 -0.96614 0.68312
H -7.74719 -0.05953 -0.55992
H -7.86286 0.40492 1.12444
H -7.06610 -1.18444 4.80171
H -8.24935 -1.73868 3.82524
H -7.54916 -0.18257 3.47121
C 0.40302 -1.49144 6.83196
C 0.12300 -2.89031 6.17271
C -1.21013 -2.93877 5.47521
C -1.20846 -2.22030 4.15076
C -0.12541 -2.72791 3.21418
C 1.23427 -2.49786 3.68536
N 1.28446 -3.03966 5.17674
O 2.27468 -3.45333 5.59382
C 1.63635 -1.01140 3.75462
C 2.30919 -3.27029 2.84383
C 0.22626 -3.93990 7.24444
H 1.33034 -1.65297 7.36807
H -0.34689 -1.26484 7.51128
H 0.53292 -0.62529 6.17785
H -1.88536 -2.38538 6.18709
H -1.52620 -3.95910 5.49758
H -1.27913 -1.17833 4.41851
H -2.19549 -2.43215 3.72174
H -0.14999 -2.48404 2.13972
H -0.28501 -3.72701 3.19200
H 2.41534 -0.85890 4.52419
H 0.82793 -0.34340 3.93381
H 2.06395 -0.76579 2.79910
H 3.36804 -3.04802 3.07591
H 2.14867 -2.94672 1.81184
H 2.12595 -4.40805 2.87708
H -0.70062 -3.87684 7.81770
H 1.05044 -3.76208 8.00971
H 0.23769 -4.91560 6.78264
C -1.47274 -2.72274 -3.57346
C -0.60876 -3.96928 -3.67279
C -0.17206 -4.44065 -5.04224
C 1.03630 -5.39317 -5.02754
C 2.25509 -4.73001 -4.35620
C 1.99452 -4.42703 -2.91868
N 0.62394 -3.76689 -2.89079
O 0.40088 -3.17997 -1.77376
C 3.04804 -3.50639 -2.22962
C 1.84364 -5.65983 -2.06038
C -1.21557 -5.18922 -2.88468
H -2.40289 -2.89963 -4.18216
H -0.89504 -1.88337 -3.84207
H -1.85080 -2.63073 -2.54740
H 0.13361 -3.56799 -5.60733
H -1.01710 -4.95487 -5.51750
H 1.22262 -5.60259 -6.08723
H 0.83202 -6.28351 -4.49114
H 2.67411 -3.88869 -4.86179
H 3.00387 -5.59444 -4.21825
H 4.03716 -4.07310 -2.30456
H 2.80035 -3.35930 -1.17504
H 3.01998 -2.55961 -2.72275
H 1.04578 -5.58479 -1.31168
H 2.69687 -5.79174 -1.40335
H 1.64571 -6.55793 -2.67983
H -2.13471 -5.61983 -3.28220
H -1.31903 -4.85207 -1.84164
H -0.66160 -6.11292 -2.91667
C 3.65582 3.89014 2.44818
C 2.29600 3.40671 2.83142
C 1.97818 3.87719 4.30781
C 1.58197 5.31630 4.49481
C 0.38441 5.54358 3.44541
C 0.63353 5.35646 1.93995
N 1.34710 3.95092 1.77079
O 1.25454 3.37434 0.79661
C 1.61726 6.41186 1.35625
C -0.61024 5.34816 1.06577
C 2.15515 1.87546 2.81393
H 4.31437 3.37211 3.07260
H 3.88140 4.96242 2.61264
H 3.84175 3.67764 1.36562
H 2.80873 3.54574 5.02611
H 1.13770 3.27877 4.62089
H 2.43060 5.95443 4.36978
H 1.08805 5.39819 5.46461
H -0.13799 6.43704 3.59346
H -0.27459 4.81432 3.80813
H 2.48304 6.41888 2.02916
H 1.13541 7.34519 1.37167
H 1.96092 6.24351 0.36572
H -0.39288 5.22749 0.00626
H -1.06578 6.31241 1.29106
H -1.31958 4.61394 1.48688
H 1.16880 1.61368 3.00514
H 2.72503 1.55101 3.65221
H 2.59356 1.47508 1.88154
C 1.39071 -0.91381 0.24246
C 1.16332 -0.16861 -1.00318
C -0.31189 0.27816 -1.15152
O -0.53800 1.37938 -0.26348
C -1.82725 1.45863 0.27513
N 2.07716 0.96547 -0.99148
H 1.57451 1.81891 -0.75469
H 3.85367 0.98850 -0.17778
H 2.40960 1.17895 -1.95282
H 1.10099 -0.37107 1.07463
H 2.47968 -1.01234 0.29656
H 0.79551 -1.81433 0.20119
H 1.36544 -0.83547 -1.82502
H -1.05511 -0.54500 -1.04803
H -0.43023 0.59958 -2.15847
H -1.82006 2.38859 0.91176
H -1.99620 0.52153 0.86312
H -2.60722 1.51625 -0.57612
C -2.13762 4.23551 -3.46651
C -1.46318 3.14562 -4.25502
C -2.50589 2.27379 -5.08039
O -3.59987 1.87471 -4.12467
C -3.87789 0.55001 -4.11735
N -0.51870 3.69613 -5.16895
H 0.85094 4.67723 -4.43158
H 0.00110 2.91183 -5.62945
H -0.93797 4.36548 -5.81276
H -2.31985 5.06380 -4.14210
H -1.37012 4.63979 -2.80001
H -3.10146 3.94840 -3.04740
H -1.01991 2.35675 -3.63614
H -2.02620 1.47022 -5.52617
H -3.05891 2.91193 -5.81099
H -3.72708 0.06028 -5.13219
H -4.95103 0.33787 -3.94116
H -3.33695 -0.11381 -3.38572
C 5.56916 0.23461 -0.87626
O 5.55635 -1.12024 -0.66283
O 4.81926 0.98096 0.02388
C 6.99032 0.86309 -0.86599
F 6.96314 2.19227 -1.15630
F 7.51000 0.77777 0.37830
F 7.78835 0.19128 -1.70429
C 5.95786 -1.64882 0.57546
C 5.92631 -3.21558 0.60750
H 4.90597 -3.67362 0.55286
H 6.48021 -3.69960 -0.22422
H 6.39970 -3.60698 1.51204
H 5.42908 -1.29588 1.43900
H 6.98508 -1.30568 0.76364
H 5.21056 0.37589 -1.91791
C 1.42024 -1.51345 -5.12848
O 2.79056 -1.41350 -5.42971
O 1.12124 -1.96685 -3.93634
C 0.77260 -0.13194 -5.45433
F 1.00343 0.28172 -6.69856
F -0.59721 -0.20759 -5.39634
F 1.13120 0.85305 -4.65326
C 3.59838 -0.70229 -4.47798
C 4.85647 -1.42968 -4.26940
H 4.79763 -2.32455 -3.72298
H 5.36534 -1.59640 -5.20402
H 5.54810 -0.71899 -3.75259
H 3.01762 -0.61601 -3.57109
H 3.84180 0.31158 -4.78106
H 1.09494 -2.19581 -5.94193
C 1.71899 4.81981 -2.72542
O 1.28208 6.05335 -2.13502
O 1.72809 4.93653 -4.13789
C 3.19004 4.64096 -2.32986
F 3.33760 4.78092 -1.00496
F 3.76612 3.45609 -2.58335
F 3.92029 5.57560 -2.90707
C 0.80078 7.11530 -3.03872
C 1.14207 8.48303 -2.50342
H 0.50049 9.18625 -3.06401
H 0.88172 8.56540 -1.50496
H 2.20716 8.74768 -2.65316
H -0.29456 7.12216 -3.14726
H 1.30929 6.98198 -3.99135
H 1.12526 4.06271 -2.30425
B -3.23348 -3.91786 1.29653
F -3.06705 -4.36933 2.64534
F -2.81713 -4.86957 0.46433
F -4.67265 -3.70049 1.19860
F -2.55787 -2.71198 1.16842
B -1.36652 2.22030 3.89544
F -0.29981 1.49231 4.45898
F -1.67453 3.20596 4.78843
F -0.78054 2.79231 2.71890
F -2.37437 1.45462 3.52784
```

- charge = +1
- HOMO (hartree) = -0.394
- orbital gap (eV) = 6.33

Löwdin population analysis, charges in e, atoms 1 to 6: number 1, C, carries 0.01; number 2, C, carries -0.42; number 3, C, carries -0.08; number 4, C, carries -0.12; number 5, C, carries -0.11; number 6, C, carries -0.44